The following is a quantum chemistry calculation of an isolated molecule of C3H5NOS3 at a distorted geometry, from the OMol25 dataset.

The geometry in XYZ format:
```
13
Properties=species:S:1:pos:R:3
C 1.91114 0.37983 0.24839
C -1.60432 0.46479 0.18754
C -0.19024 -1.41184 -0.58061
H 1.32885 2.04143 0.99796
H -2.25209 0.99653 0.90654
H -2.43915 0.20727 -0.60953
H -1.08481 -1.17421 -1.37756
H 0.04356 -2.59270 -0.38484
N 0.93031 1.27313 0.36694
O 2.92631 0.44920 1.03004
S -0.36302 1.41733 -0.81482
S -0.79952 -1.00521 0.97025
S 1.59299 -1.04553 -0.94029
```

Properties
Molar mass   167.28 g mol⁻¹
Structure (SMILES)   O=C1NSCSCS1
Relative energy (zero: lowest compared OMol25 entry of this formula, charge and spin)   200.9 kJ/mol
Charge   0
Kohn-Sham gap   9.24 eV
2S+1   1
HOMO energy   -0.3317 Ha
LUMO level   0.21 eV

These are the Mulliken partial charges, in e, on atoms 1 to 8:
1 C 0.63
2 C -0.72
3 C -0.49
4 H 0.26
5 H 0.39
6 H 0.28
7 H 0.30
8 H 0.33